[1]
Here is a molecular structure, C47H38N3O6RuS5 from the OMol25 dataset. Energies are from ωB97M-V/def2-TZVPD.

Each line ends with the Löwdin spin population.
Element x y z (Å)
Ru -0.06853 -1.48259 -0.50198  0.591
O -0.96698 -5.63775 2.94828  -0.002
C -2.17587 -5.04301 2.95114  -0.004
C -3.17954 -5.60489 3.74138  0.001
C -4.45262 -5.06302 3.74843  -0.005
C -4.74767 -3.94016 2.97998  0.000
C -3.74056 -3.35547 2.22931  -0.004
C -2.45523 -3.88862 2.20150  0.000
C -1.43698 -3.22437 1.33652  -0.027
O -1.68603 -2.07279 0.89240  -0.012
N -0.35481 -3.94871 1.04360  -0.016
N 0.41134 -3.26304 0.14077  -0.145
C 1.39884 -3.87352 -0.49580  -0.031
C 2.09654 -3.04467 -1.39618  -0.111
C 3.31200 -3.47009 -2.10340  -0.005
C 4.09854 -2.59249 -2.72773  -0.064
C 3.90680 -1.12331 -2.51085  -0.009
C 2.54613 -0.77605 -1.81669  -0.011
N 1.59791 -1.82726 -1.58938  -0.107
H -0.43718 -5.18919 2.22960  -0.001
H -2.93517 -6.48003 4.33104  0.000
H -5.22367 -5.52118 4.35853  0.000
H -5.75003 -3.53185 2.95942  0.000
H -3.92470 -2.46189 1.64328  0.002
H 1.61550 -4.91759 -0.30983  -0.003
H 3.51613 -4.53480 -2.14529  0.001
H 4.94630 -2.92597 -3.31906  -0.004
H 4.11483 -0.53506 -3.40748  -0.001
H 2.04182 0.07803 -2.26346  0.000
S -6.00421 -6.48015 -1.68360  0.081
C -5.04141 -5.13507 -1.60336  0.023
S -3.37515 -5.13556 -2.00292  -0.009
C -3.00455 -3.43437 -1.76802  0.149
C -4.10157 -2.65894 -1.32498  0.098
S -4.16748 -1.02903 -1.04604  0.340
S -5.58470 -3.59038 -1.10462  -0.025
S -1.42519 -3.01027 -2.15314  0.231
C 2.28288 4.85857 -0.44329  0.000
C 1.01457 4.22910 0.11285  0.000
C 0.11742 5.25381 0.78280  0.000
O 0.28873 3.61666 -0.92685  0.000
C 0.44885 2.19301 -0.83957  0.003
C 0.75528 1.96662 0.63424  0.001
O 1.35423 3.21448 1.03630  0.000
C 1.66245 0.77431 1.01578  0.002
O 0.95454 -0.42666 0.94875  0.016
C 2.03585 0.89616 2.51459  0.000
C 1.23928 1.56374 3.43916  0.000
C 1.53650 1.53042 4.79750  0.000
C 2.63029 0.81526 5.26240  0.000
C 3.42560 0.13199 4.35033  0.000
C 3.12590 0.17456 2.99664  0.000
C 2.97482 0.80391 0.19393  0.001
C 3.83722 1.82020 0.14159  -0.004
C 5.05454 1.76412 -0.69819  -0.001
C 5.44061 0.66727 -1.34847  -0.002
C 4.66015 -0.60575 -1.23597  -0.007
C 3.29663 -0.46124 -0.50976  -0.008
C -0.81509 1.51092 -1.38944  0.004
O -0.58141 0.16632 -1.52519  0.052
C -1.12197 1.99609 -2.81954  0.000
C -2.33578 1.59979 -3.38067  0.003
C -2.62410 1.84670 -4.71305  0.000
C -1.69497 2.49434 -5.52265  0.000
C -0.48670 2.89648 -4.97481  0.000
C -0.20252 2.64605 -3.63444  0.000
C -1.99381 1.87880 -0.45806  0.002
C -2.37145 1.03050 0.57786  0.005
C -3.37472 1.39632 1.46786  0.004
C -4.02053 2.61873 1.33691  0.000
C -3.65595 3.47285 0.30386  0.002
C -2.65093 3.10359 -0.58285  0.000
H 2.01987 5.66075 -1.13543  0.000
H 2.86002 4.10307 -0.97679  0.000
H 2.89283 5.26251 0.36832  0.000
H -0.18209 6.01722 0.06151  0.000
H 0.64653 5.72384 1.61423  0.000
H -0.77695 4.75299 1.15627  0.000
H 1.30350 1.87178 -1.44185  0.000
H -0.17628 1.82224 1.17891  0.000
H 0.37758 2.12656 3.10908  0.000
H 0.90337 2.06614 5.49562  0.000
H 2.85630 0.78307 6.32199  0.000
H 4.28055 -0.43870 4.69516  0.000
H 3.75016 -0.36990 2.29794  0.000
H 3.65060 2.72094 0.71018  0.000
H 5.65259 2.66784 -0.76954  0.000
H 6.35089 0.66125 -1.94155  0.000
H 5.29642 -1.39202 -0.81881  0.000
H 3.09674 -1.28186 0.18171  -0.001
H -3.05011 1.06757 -2.76144  0.005
H -3.56773 1.50960 -5.12713  0.000
H -1.90886 2.67412 -6.57006  0.000
H 0.25284 3.39200 -5.59439  0.000
H 0.74372 2.97959 -3.23052  0.000
H -1.87519 0.08067 0.70044  0.002
H -3.64868 0.71441 2.26457  0.000
H -4.80053 2.90458 2.03355  0.000
H -4.15477 4.42909 0.18624  0.000
H -2.36259 3.77770 -1.38011  0.000

Output
- Energy relative to the best compared isomer or geometry (same formula, charge and spin): 48.4 kcal per mole
- HOMO (alpha / beta): -2.170 / -1.702 eV
- HOMO-LUMO gap (alpha / beta): 0.231 / 0.184 Ha
- Spin multiplicity: 2
- Charge: -2
- E: -122870.3468 eV


[2]
Here is a molecular structure, C47H38N4O7PSV in a non-equilibrium geometry from the OMol25 dataset. Energies are from ωB97M-V/def2-TZVPD.

Each line ends with the Löwdin spin population.
Element x y z (Å)
V -1.03896 -0.30905 1.09500  2.656
C 3.26148 4.30949 3.02789  -0.001
C 3.04966 4.54267 1.67266  0.001
C 2.11479 3.78892 0.97323  0.000
C 1.37127 2.80671 1.62710  0.011
C 1.60479 2.56500 2.98064  0.002
C 2.54611 3.31251 3.67661  0.000
P 0.03275 1.83435 0.83660  0.067
C 0.57730 1.89769 -0.93991  0.008
C 1.64084 1.06707 -1.31818  0.002
C 2.02519 0.96360 -2.64917  0.000
C 1.35743 1.69097 -3.62904  0.001
C 0.31484 2.52851 -3.26418  0.000
C -0.07306 2.62862 -1.92881  0.001
C -1.39964 2.99020 0.86433  0.002
C -1.33487 4.33921 0.64052  0.006
C -2.50680 5.12961 0.68338  -0.005
C -3.70712 4.55581 0.99915  0.004
C -3.80723 3.16703 1.26324  0.000
C -5.03877 2.56409 1.62619  0.033
C -5.08717 1.21846 1.84210  0.000
C -3.93181 0.40799 1.68713  0.038
C -2.68828 0.90950 1.33232  -0.001
C -2.64661 2.34911 1.15821  0.012
H 3.99115 4.89767 3.57223  0.000
H 3.61557 5.31000 1.15684  0.000
H 1.97727 3.96084 -0.08885  0.000
H 1.06539 1.76648 3.47757  0.001
H 2.72544 3.10732 4.72556  0.000
H 2.14236 0.47860 -0.55955  0.000
H 2.83463 0.29588 -2.92235  0.000
H 1.64432 1.59807 -4.66996  0.000
H -0.20707 3.10696 -4.01747  0.000
H -0.89971 3.27489 -1.66265  0.000
H -0.38270 4.81574 0.42989  0.001
H -2.44520 6.19236 0.47886  0.000
H -4.60718 5.16342 1.05420  0.000
H -5.92302 3.18412 1.73506  0.002
H -6.02641 0.75687 2.13109  -0.001
H -4.04016 -0.66198 1.83596  0.002
C 1.18636 -5.53212 3.37215  0.000
C 0.60174 -4.27165 3.89008  0.000
N 0.53687 -3.91424 5.13201  0.002
N -0.09831 -2.69560 5.06942  0.008
C -0.40433 -2.28611 3.83457  0.011
S -1.17537 -0.84476 3.45742  0.026
N 0.03398 -3.31617 3.07480  0.005
N -0.03981 -3.44521 1.68084  0.005
H 1.51436 -6.13669 4.21442  0.000
H 2.03351 -5.31983 2.71841  0.000
H 0.45030 -6.07738 2.78182  0.000
H -0.21153 -2.13114 5.89099  0.000
H -1.00679 -3.24774 1.42164  0.001
H 0.52988 -2.68920 1.29748  0.001
O -0.99852 -0.67911 -1.17439  0.019
C -2.14141 -1.38555 -1.70690  0.003
C -2.71802 -2.21242 -0.53355  0.007
O -3.58955 -3.02605 -0.79028  0.008
O -2.18715 -1.95431 0.60885  0.025
C -1.61155 -2.28119 -2.82200  0.000
C -1.41314 -1.74586 -4.09218  0.000
C -0.84543 -2.50729 -5.10749  0.000
C -0.46700 -3.82011 -4.85935  0.000
C -0.65004 -4.35725 -3.59006  0.000
C -1.21418 -3.59145 -2.57821  0.000
C -3.23204 -0.43253 -2.18384  0.000
C -4.29867 -0.92732 -2.93458  0.000
C -5.30586 -0.07724 -3.36385  0.000
C -5.27269 1.27615 -3.03608  0.000
C -4.22882 1.76636 -2.26725  0.000
C -3.21093 0.91243 -1.84969  0.001
H -0.63419 -0.09842 -1.85630  0.002
H -1.71398 -0.72253 -4.29284  0.000
H -0.70307 -2.07497 -6.09162  0.000
H -0.03155 -4.42102 -5.64942  0.000
H -0.35535 -5.38037 -3.38542  0.000
H -1.35925 -4.02443 -1.59548  0.000
H -4.34179 -1.98748 -3.15770  0.000
H -6.12486 -0.47386 -3.95293  0.000
H -6.06663 1.93704 -3.36525  0.000
H -4.20281 2.80913 -1.96937  0.000
H -2.41170 1.29978 -1.23754  0.001
O 2.21045 -0.56731 3.27847  0.003
C 2.30660 -0.80906 2.07559  0.004
O 1.36723 -0.97893 1.21642  0.025
C 3.71126 -0.91304 1.48329  0.000
C 4.79869 -0.48129 2.23000  0.000
C 6.10448 -0.52931 1.72355  0.000
C 6.25508 -1.02721 0.45490  0.000
O 7.41837 -1.18771 -0.26021  0.000
C 7.01758 -1.63672 -1.55906  0.000
O 5.62345 -1.93622 -1.50590  0.000
C 5.18404 -1.46895 -0.28571  0.000
C 3.89971 -1.42912 0.19012  0.000
H 4.59974 -0.09785 3.22337  0.000
H 6.95836 -0.19427 2.29890  0.000
H 7.57289 -2.53415 -1.81999  0.000
H 7.19783 -0.84816 -2.29030  0.000
H 3.05273 -1.77831 -0.38823  0.000

Output
- Energy relative to the best compared isomer or geometry (same formula, charge and spin): 18.6 kcal per mole
- HOMO (alpha / beta): -3.986 / -5.200 eV
- HOMO-LUMO gap (alpha / beta): 0.234 / 0.279 Ha
- Spin multiplicity: 4
- Charge: -1
- E: -115465.0776 eV